C51H102O17 | ωB97M-V/def2-TZVPD

ORCA input file:
```
! RIJCOSX wB97M-V def2-TZVPD def2/J DEFGRID3
* xyz 0 1
C 20.142 -2.862 1.823
C 20.506 -1.532 1.100
O 19.747 -0.563 0.954
C 21.896 -1.580 0.399
H 20.865 -3.053 2.616
H 20.066 -3.667 1.092
H 19.156 -2.775 2.279
H 21.754 -0.937 -0.470
H 22.320 -2.551 0.141
H 22.624 -1.038 1.003
C 20.371 -0.817 -5.506
C 19.644 -2.048 -5.178
O 19.296 -2.789 -6.088
C 19.668 -2.535 -3.781
H 20.758 -0.838 -6.524
H 21.297 -0.644 -4.957
H 19.869 0.151 -5.473
H 18.731 -2.879 -3.343
H 20.112 -1.688 -3.259
H 20.448 -3.265 -3.564
C 17.473 -0.302 3.403
C 18.830 0.012 4.042
O 19.373 1.123 4.040
C 19.601 -1.171 4.631
H 17.622 -1.075 2.649
H 16.948 0.501 2.884
H 16.844 -0.735 4.180
H 20.661 -1.179 4.376
H 19.137 -2.114 4.342
H 19.569 -1.151 5.721
C 15.286 -5.348 -0.958
C 15.088 -6.116 0.341
O 15.361 -5.613 1.399
C 14.568 -7.576 0.218
H 14.544 -4.557 -1.065
H 15.076 -5.994 -1.811
H 16.214 -4.785 -1.059
H 13.525 -7.596 -0.100
H 14.531 -8.074 1.187
H 15.151 -8.173 -0.483
C 24.906 -2.274 -1.847
C 23.801 -2.705 -2.750
O 23.385 -3.882 -2.715
C 23.431 -1.672 -3.791
H 25.654 -1.982 -2.584
H 25.495 -3.099 -1.447
H 24.668 -1.565 -1.054
H 22.697 -2.147 -4.441
H 24.373 -1.345 -4.233
H 22.937 -0.826 -3.313
C 25.946 0.092 4.034
C 25.442 -1.216 3.618
O 26.072 -2.080 3.057
C 23.989 -1.612 3.969
H 25.342 0.868 3.564
H 27.007 0.275 3.863
H 25.825 0.267 5.103
H 23.842 -1.435 5.035
H 23.679 -2.647 3.820
H 23.313 -0.998 3.374
C 19.925 -7.292 5.951
C 21.013 -8.256 6.429
O 21.909 -8.655 5.687
C 21.028 -8.776 7.879
H 18.948 -7.567 6.350
H 19.923 -7.311 4.861
H 20.007 -6.295 6.384
H 20.002 -8.946 8.204
H 21.616 -8.038 8.424
H 21.640 -9.676 7.950
C 20.224 2.527 -1.118
C 20.181 3.372 0.146
O 20.749 4.406 0.284
C 19.214 2.884 1.184
H 20.502 1.509 -0.846
H 21.011 2.899 -1.773
H 19.324 2.560 -1.732
H 18.537 3.699 1.442
H 19.795 2.633 2.071
H 18.639 2.078 0.726
C 20.446 -9.917 2.782
C 19.389 -9.524 1.833
O 19.540 -9.536 0.638
C 18.139 -8.911 2.411
H 21.366 -10.319 2.358
H 20.029 -10.757 3.338
H 20.601 -9.029 3.394
H 18.261 -8.750 3.482
H 17.232 -9.515 2.437
H 17.975 -7.933 1.960
C 18.828 -7.205 -1.408
C 17.735 -7.797 -2.334
O 17.388 -7.098 -3.277
C 17.264 -9.245 -2.109
H 19.111 -6.161 -1.541
H 19.747 -7.782 -1.510
H 18.325 -7.218 -0.441
H 18.126 -9.911 -2.140
H 16.646 -9.541 -2.957
H 16.826 -9.540 -1.155
C 22.595 1.363 3.068
C 22.730 2.863 3.146
O 22.448 3.481 4.132
C 23.184 3.684 1.975
H 23.014 0.993 2.132
H 21.557 1.034 3.103
H 23.178 0.963 3.897
H 24.259 3.532 1.874
H 22.988 4.746 2.122
H 22.905 3.384 0.965
C 26.106 1.030 -1.796
C 25.693 1.076 -0.384
O 24.764 0.417 0.130
C 26.740 1.707 0.543
H 25.308 0.840 -2.514
H 26.936 0.352 -1.996
H 26.541 2.006 -2.010
H 26.468 2.709 0.875
H 27.719 1.817 0.076
H 26.860 1.054 1.407
C 15.718 3.033 0.684
C 15.661 4.069 1.825
O 16.301 3.988 2.859
C 14.808 5.265 1.658
H 16.079 2.064 1.028
H 16.298 3.331 -0.190
H 14.704 2.828 0.341
H 13.969 5.255 2.354
H 14.469 5.291 0.622
H 15.246 6.224 1.931
C 23.862 3.807 -4.032
C 23.465 2.487 -4.598
O 22.425 1.894 -4.315
C 24.356 1.949 -5.698
H 23.608 4.576 -4.762
H 24.939 3.909 -3.902
H 23.454 4.088 -3.061
H 25.283 1.529 -5.307
H 24.484 2.706 -6.471
H 23.778 1.156 -6.173
C 27.953 -5.042 2.180
C 27.963 -5.518 0.705
O 29.010 -5.686 0.115
C 26.599 -5.740 0.039
H 28.934 -5.145 2.643
H 27.286 -5.614 2.824
H 27.653 -3.996 2.258
H 26.551 -6.734 -0.407
H 26.407 -5.001 -0.738
H 25.854 -5.778 0.834
C 23.981 -6.824 4.344
C 23.626 -6.147 3.050
O 24.141 -5.115 2.630
C 22.678 -6.963 2.173
H 24.805 -6.322 4.851
H 24.068 -7.890 4.135
H 23.138 -6.558 4.982
H 23.255 -7.365 1.340
H 21.808 -6.412 1.816
H 22.417 -7.825 2.785
C 21.807 -2.994 9.873
C 21.156 -4.263 9.326
O 21.548 -5.393 9.748
C 19.964 -4.219 8.380
H 22.896 -2.959 9.854
H 21.514 -2.729 10.888
H 21.521 -2.078 9.357
H 20.458 -4.028 7.428
H 19.346 -3.425 8.800
H 19.447 -5.178 8.418
*
```

Properties
E_HOMO, Ha: -0.3323
Kohn-Sham gap, eV: 9.0
Relative energy (zero: lowest compared OMol25 entry of this formula, charge and spin), kcal per mole: 118.2
E_LUMO, eV: 0.0
E, hartree: -3283.319111